Record 1
Computed, not measured: a cluster of 3 separate species, C53H66FN4O9 in total at a distorted geometry, with ωB97M-V/def2-TZVPD.

Structure (XYZ):
```
133
Properties=species:S:1:pos:R:3
C 5.389 -6.109 -0.002
C 4.979 -5.102 1.054
O 4.833 -5.471 2.225
N 4.718 -3.785 0.646
C 5.771 -3.182 -0.178
C 4.371 -2.918 1.770
C 2.865 -2.909 2.064
C 2.147 -2.255 0.883
C 0.655 -1.905 1.092
C 0.357 -0.609 1.824
C 0.643 -0.720 3.339
O 0.435 -2.014 3.817
C -0.245 -2.117 5.056
O -0.829 -3.363 5.221
C -1.163 -4.087 4.043
C -2.194 -5.147 4.388
O -2.320 -5.983 3.239
N 1.271 0.486 1.343
C 1.145 0.756 -0.122
C -0.296 0.829 -0.642
C -0.270 0.425 -2.137
C -0.771 1.544 -3.044
F -0.951 1.005 -4.310
N -1.257 0.000 0.081
C -2.631 0.311 -0.339
C -3.365 -0.941 -0.889
C -4.768 -1.161 -0.342
C -5.558 -2.063 -1.310
C -6.706 -2.813 -0.638
N -7.663 -1.904 0.028
C -1.053 -0.046 1.522
C -2.162 -0.763 2.282
C -3.119 0.196 2.978
C -2.558 1.034 4.078
O -3.494 -0.128 4.245
H 5.223 -5.744 -1.010
H 6.452 -6.286 0.135
H 4.827 -7.013 0.186
H 6.443 -2.555 0.405
H 6.372 -3.900 -0.722
H 5.326 -2.522 -0.922
H 4.623 -1.901 1.462
H 4.953 -3.115 2.668
H 2.763 -2.346 2.986
H 2.572 -3.945 2.203
H 2.174 -2.969 0.065
H 2.750 -1.408 0.551
H 0.188 -1.901 0.112
H 0.213 -2.746 1.616
H 0.121 0.055 3.898
H 1.715 -0.506 3.456
H -1.004 -1.332 5.154
H 0.475 -1.999 5.868
H -0.277 -4.595 3.661
H -1.584 -3.473 3.248
H -1.883 -5.726 5.249
H -3.147 -4.644 4.542
H -3.136 -5.769 2.791
H 2.247 0.300 1.581
H 1.014 1.343 1.835
H 1.755 0.044 -0.660
H 1.600 1.728 -0.294
H -0.619 1.879 -0.591
H -0.961 -0.401 -2.267
H 0.731 0.178 -2.477
H -1.728 1.951 -2.725
H -0.022 2.330 -3.133
H -3.217 0.823 0.419
H -2.574 0.999 -1.175
H -2.750 -1.809 -0.662
H -3.374 -0.880 -1.976
H -4.734 -1.711 0.600
H -5.311 -0.231 -0.189
H -4.842 -2.786 -1.709
H -5.901 -1.476 -2.163
H -6.264 -3.462 0.113
H -7.246 -3.406 -1.368
H -7.311 -1.656 0.944
H -7.670 -1.039 -0.500
H -1.034 0.999 1.897
H -1.806 -1.370 3.105
H -2.779 -1.383 1.638
H -3.863 0.682 2.363
H -1.824 0.666 4.774
H -3.133 1.927 4.267
C -6.518 6.563 -2.009
C -7.703 6.717 -2.720
C -8.127 5.725 -3.588
C -7.363 4.579 -3.756
C -6.161 4.433 -3.058
C -5.749 5.425 -2.177
C -5.306 3.233 -3.257
O -4.263 3.095 -2.645
C -5.754 2.199 -4.229
C -4.943 1.095 -4.471
C -5.351 0.118 -5.361
C -6.577 0.233 -6.010
C -7.386 1.332 -5.778
C -6.975 2.321 -4.895
C -7.845 3.513 -4.681
O -8.911 3.614 -5.246
H -6.193 7.337 -1.326
H -8.297 7.612 -2.595
H -9.050 5.837 -4.139
H -4.824 5.304 -1.630
H -3.991 1.007 -3.964
H -4.716 -0.737 -5.552
H -6.897 -0.535 -6.701
H -8.337 1.428 -6.283
C 7.844 4.646 -2.945
C 7.036 3.562 -3.273
C 6.852 2.534 -2.364
C 7.484 2.579 -1.127
C 8.312 3.658 -0.808
C 8.481 4.694 -1.717
C 9.037 3.708 0.494
O 9.749 4.646 0.774
C 8.865 2.567 1.437
C 9.573 2.563 2.632
C 9.417 1.517 3.525
C 8.547 0.472 3.232
C 7.842 0.469 2.041
C 8.004 1.510 1.135
C 7.263 1.475 -0.156
O 6.498 0.562 -0.409
H 7.981 5.452 -3.654
H 6.551 3.522 -4.238
H 6.223 1.691 -2.614
H 9.114 5.532 -1.460
H 10.246 3.378 2.857
H 9.974 1.513 4.452
H 8.424 -0.343 3.934
H 7.170 -0.345 1.807
```

Computed properties:
* charge: +1
* E_LUMO: -0.107 hartree
* HOMO-LUMO gap: 8.21 eV
* E_tot: -83128.95367 eV
* M: 922.13 g mol⁻¹
* multiplicity: 1

Mulliken population analysis, charges in e, atoms 1 to 5: number 1, C, carries -1.36; number 2, C, carries 0.78; number 3, O, carries -0.61; number 4, N, carries 0.30; number 5, C, carries -1.13

Record 2
Computed, not measured: a structure of composition CaH18N2O15 at a distorted geometry, with ωB97M-V/def2-TZVPD.

Structure (XYZ):
```
36
Properties=species:S:1:pos:R:3
Ca -8.555 -9.539 4.289
N -6.240 -11.077 5.038
O -6.331 -12.077 5.749
O -5.154 -10.944 4.456
O -7.123 -10.194 4.992
N -8.402 -12.283 3.361
O -7.520 -12.279 2.555
O -8.772 -11.261 3.920
O -8.748 -13.389 3.682
O -4.077 -12.926 6.761
H -4.962 -12.978 6.399
H -3.637 -13.710 6.433
O -7.423 -8.217 4.702
H -7.898 -7.496 5.116
H -6.848 -7.791 4.066
O -8.109 -13.490 5.689
H -7.340 -12.937 5.552
H -8.514 -13.143 6.484
O -5.502 -11.939 2.393
H -4.569 -11.948 2.180
H -5.531 -11.793 3.338
O -6.585 -9.503 7.285
H -6.923 -9.691 6.409
H -6.943 -8.642 7.501
O -8.899 -10.202 6.012
H -9.015 -9.728 6.835
H -9.289 -11.061 6.173
O -3.165 -12.119 4.812
H -2.701 -11.988 5.638
H -4.070 -11.876 5.004
O -4.559 -8.603 4.474
H -5.417 -9.020 4.549
H -4.463 -8.105 5.286
O -5.949 -12.291 7.759
H -6.811 -12.533 8.099
H -6.135 -11.812 6.952
```

Computed properties:
* charge: 0
* E_LUMO: -0.076 hartree
* HOMO-LUMO gap: 6.20 eV
* E_tot: -52401.60594 eV
* M: 326.22 g mol⁻¹
* multiplicity: 1

Mulliken population analysis, charges in e, atoms 1 to 5: number 1, Ca, carries 1.09; number 2, N, carries 0.82; number 3, O, carries -0.37; number 4, O, carries -0.80; number 5, O, carries -0.08